(1)
C46H116CdF6NO27S2Zn as an isolated structure in a non-equilibrium geometry, computed with the ωB97M-V functional and the def2-TZVPD basis.

Calculated values
**DFT total energy**: -7250.59908 Eh
**Maximum force**: 6.7 eV/A
**Gap between HOMO and LUMO**: 7.1 eV

```
! RIJCOSX wB97M-V def2-TZVPD def2/J DEFGRID3
* xyz 1 1
Zn 30.662 -15.204 -8.558
Cd 27.844 -8.181 -5.509
C 28.854 -11.249 -8.444
C 28.468 -10.360 -7.289
C 28.273 -11.071 -5.884
O 27.932 -10.271 -4.939
C 28.644 -12.510 -5.742
C 29.170 -13.160 -6.824
C 29.159 -12.523 -8.138
O 29.635 -13.181 -9.172
O 29.618 -14.363 -6.588
O 28.278 -9.116 -7.288
H 29.095 -10.778 -9.385
H 28.653 -12.890 -4.731
C 31.000 -14.508 -12.696
F 30.157 -13.482 -12.551
F 31.067 -14.792 -14.002
F 32.129 -14.189 -12.148
S 30.300 -16.051 -11.739
O 28.931 -15.826 -11.407
O 30.558 -17.251 -12.522
N 31.162 -15.953 -10.208
S 32.521 -16.781 -10.542
O 33.171 -16.669 -11.882
O 33.435 -16.581 -9.389
C 32.138 -18.692 -10.277
F 32.059 -18.911 -8.966
F 31.028 -19.179 -10.821
F 33.132 -19.431 -10.619
C 23.774 -12.000 -5.792
C 24.866 -12.530 -6.647
O 24.403 -13.726 -7.317
H 23.019 -12.689 -5.414
H 23.249 -11.294 -6.435
H 24.220 -11.382 -5.013
H 25.749 -12.816 -6.075
H 25.395 -11.773 -7.225
H 24.740 -14.452 -6.787
C 27.415 -7.804 -1.242
C 26.864 -8.074 -2.636
O 27.669 -7.533 -3.601
H 26.683 -7.960 -0.450
H 27.670 -6.749 -1.143
H 28.284 -8.433 -1.049
H 25.901 -7.569 -2.572
H 26.756 -9.128 -2.891
H 27.727 -6.578 -3.522
C 24.492 -7.115 -7.318
C 25.154 -8.401 -6.946
O 25.813 -8.060 -5.702
H 23.807 -7.259 -8.154
H 25.206 -6.308 -7.479
H 23.865 -6.702 -6.528
H 25.939 -8.718 -7.633
H 24.509 -9.273 -6.836
H 25.085 -7.755 -5.156
C 29.293 -7.702 -11.272
C 30.017 -6.422 -10.888
O 30.744 -5.871 -12.052
H 29.991 -8.461 -11.625
H 28.446 -7.728 -11.957
H 28.918 -8.088 -10.324
H 30.687 -6.434 -10.028
H 29.310 -5.600 -10.777
H 30.323 -5.054 -12.330
C 28.850 -15.043 -1.260
C 29.735 -14.961 0.030
O 30.670 -14.010 -0.186
H 28.058 -15.787 -1.177
H 29.470 -15.219 -2.139
H 28.409 -14.100 -1.582
H 30.210 -15.937 0.134
H 29.230 -14.716 0.964
H 31.437 -14.344 -0.656
C 28.514 -4.174 -7.723
C 29.017 -5.527 -7.181
O 28.231 -5.951 -6.041
H 29.265 -3.882 -8.457
H 28.329 -3.407 -6.971
H 27.582 -4.369 -8.252
H 30.017 -5.199 -6.897
H 29.053 -6.362 -7.880
H 28.386 -5.360 -5.301
C 33.406 -17.291 -3.064
C 33.211 -15.788 -2.914
O 32.969 -15.441 -1.572
H 32.629 -17.890 -2.590
H 34.315 -17.695 -2.617
H 33.458 -17.626 -4.100
H 32.350 -15.550 -3.539
H 34.112 -15.248 -3.203
H 33.663 -15.857 -1.056
C 26.261 -16.104 -8.734
C 27.588 -16.748 -8.337
O 28.657 -16.089 -8.962
H 25.583 -16.341 -7.914
H 25.901 -16.591 -9.641
H 26.336 -15.050 -9.001
H 27.743 -17.814 -8.505
H 27.699 -16.501 -7.281
H 28.445 -16.001 -9.894
C 32.900 -9.784 -10.323
C 32.275 -11.077 -10.813
O 32.155 -11.925 -9.695
H 32.789 -8.915 -10.971
H 33.924 -9.765 -9.950
H 32.328 -9.388 -9.484
H 32.816 -11.433 -11.690
H 31.265 -10.928 -11.195
H 31.272 -12.257 -9.874
C 26.351 -11.429 -10.970
C 25.047 -12.034 -10.570
O 24.086 -11.037 -10.718
H 27.043 -12.251 -11.152
H 26.688 -10.839 -10.118
H 26.194 -10.835 -11.871
H 25.123 -12.286 -9.512
H 24.641 -12.914 -11.068
H 23.285 -11.290 -10.253
C 30.734 -10.590 -14.826
C 31.835 -11.563 -15.359
O 31.416 -12.016 -16.638
H 30.435 -10.938 -13.837
H 29.998 -10.331 -15.587
H 31.111 -9.605 -14.551
H 32.042 -12.389 -14.680
H 32.769 -11.037 -15.559
H 30.573 -12.440 -16.462
C 26.234 -13.068 -14.587
C 27.748 -12.919 -14.618
O 28.266 -12.022 -15.568
H 26.029 -13.786 -13.794
H 25.817 -13.541 -15.476
H 25.796 -12.120 -14.275
H 28.152 -13.927 -14.708
H 28.049 -12.629 -13.612
H 27.712 -11.242 -15.484
C 30.720 -7.330 0.240
C 31.473 -8.703 0.156
O 31.688 -8.921 -1.204
H 29.805 -7.255 -0.347
H 31.312 -6.504 -0.156
H 30.511 -7.107 1.286
H 30.883 -9.516 0.580
H 32.409 -8.614 0.708
H 30.924 -9.340 -1.606
C 31.288 -12.282 -3.445
C 30.277 -11.753 -2.475
O 29.968 -10.427 -2.908
H 32.133 -11.657 -3.733
H 30.746 -12.822 -4.222
H 31.781 -13.048 -2.846
H 30.615 -11.857 -1.444
H 29.467 -12.482 -2.436
H 29.346 -10.528 -3.633
C 25.550 -14.563 -3.499
C 25.951 -15.821 -4.424
O 24.994 -15.955 -5.461
H 26.361 -14.634 -2.774
H 24.499 -14.569 -3.210
H 25.750 -13.688 -4.118
H 26.000 -16.813 -3.977
H 26.933 -15.680 -4.876
H 25.112 -16.846 -5.800
C 25.880 -6.461 -10.533
C 25.766 -7.922 -10.835
O 24.799 -8.474 -10.007
H 26.393 -6.365 -9.576
H 24.908 -5.976 -10.449
H 26.432 -5.871 -11.264
H 26.666 -8.454 -10.528
H 25.639 -8.182 -11.886
H 24.781 -9.425 -10.138
C 31.834 -9.530 -5.943
C 31.092 -8.246 -5.848
O 29.939 -8.314 -4.964
H 32.561 -9.634 -5.137
H 32.429 -9.534 -6.856
H 31.258 -10.455 -5.919
H 30.806 -8.016 -6.875
H 31.784 -7.467 -5.527
H 29.999 -7.908 -4.096
C 33.368 -12.708 -6.527
C 33.292 -14.091 -7.134
O 32.324 -14.040 -8.146
H 33.835 -11.954 -7.160
H 34.021 -12.585 -5.663
H 32.363 -12.361 -6.285
H 33.061 -14.775 -6.317
H 34.213 -14.289 -7.682
H 32.771 -13.387 -8.689
C 31.167 -18.622 -5.995
C 30.940 -17.117 -6.094
O 31.416 -16.817 -7.330
H 30.801 -19.122 -6.892
H 30.643 -19.074 -5.152
H 32.187 -18.971 -5.838
H 31.491 -16.557 -5.339
H 29.915 -16.749 -6.047
H 32.246 -17.284 -7.452
*
```

(2)
C5H8N2 in the gas phase in a non-equilibrium geometry, computed with the ωB97M-V functional and the def2-TZVPD basis.

Calculated values
**SMILES**: C=C(C)CNC#N
**Relative energy (zero: lowest compared OMol25 entry of this formula, charge and spin)**: 35.32 kcal/mol
**DFT total energy**: -304.77921 Eh
**Maximum force**: 1.1 eV/A
**Gap between HOMO and LUMO**: 10.3 eV

```
! RIJCOSX wB97M-V def2-TZVPD def2/J DEFGRID3
* xyz 0 1
C -0.451 -1.283 -0.754
C -0.376 -0.488 0.313
C 0.279 -0.897 1.611
C -0.741 0.962 0.110
N 0.362 1.615 -0.629
C 0.810 1.038 -1.751
N 1.163 0.557 -2.750
H -0.980 -0.969 -1.650
H 0.080 -2.227 -0.816
H -0.356 -1.621 2.135
H 1.252 -1.373 1.444
H 0.427 -0.048 2.289
H -0.875 1.522 1.042
H -1.653 1.085 -0.484
H 1.057 2.127 -0.111
*
```

(3)
C2H3F2NO in the gas phase in a non-equilibrium geometry, computed with the ωB97M-V functional and the def2-TZVPD basis.

Calculated values
**SMILES**: FN(F)[C@@H]1CO1
**Relative energy (zero: lowest compared OMol25 entry of this formula, charge and spin)**: 137.63 kcal/mol
**DFT total energy**: -407.53703 Eh
**Maximum force**: 3.5 eV/A
**Gap between HOMO and LUMO**: 12.1 eV

```
! RIJCOSX wB97M-V def2-TZVPD def2/J DEFGRID3
* xyz 0 1
F -0.769 -1.021 3.090
N -0.040 -1.127 1.911
F -0.775 -2.157 1.326
C -0.270 0.015 1.045
C 0.424 -0.013 -0.230
O 0.835 0.824 0.777
H -1.305 0.540 1.115
H 1.149 -0.847 -0.673
H -0.121 0.514 -1.016
*
```

Question: Look up the DFT total energy of the second one.
Answer: -304.77921 Eh

Question: Which of these has the highest gap between HOMO and LUMO?
Answer: C2H3F2NO

Question: Look up the DFT total energy of the second one.
Answer: -304.77921 Eh